Entry 1:
ORCA calculation (ωB97M-V with the def2-TZVPD basis set) on C47H36AsClCsN2O4Si as an isolated structure at a distorted geometry.

Output
net charge = -1
max |F| = 2.84 eV/A
LUMO = 0.06595 hartree
HOMO level = -0.145 hartree
orbital gap = 5.745 eV

Last column: Löwdin charge in e.
Atoms and positions in Å:
C 1.26 -1.53 2.80  -0.3304
C -3.85 1.04 -1.32  -0.1247
H -3.10 -0.18 4.22  0.1066
H 6.72 -1.25 4.58  0.0927
H 0.92 2.33 -5.91  0.1046
C 0.69 1.40 -5.42  -0.0725
C -2.78 0.56 3.47  -0.0588
C 0.06 -1.12 -4.50  -0.1032
N -0.58 3.35 -0.10  0.1595
C 3.22 -3.71 1.55  -0.1273
C -0.89 -4.12 -1.43  -0.0700
O -0.69 7.47 -1.21  0.1165
C -3.29 2.36 2.00  -0.0989
C -3.70 1.46 2.95  -0.0968
Cs 2.20 1.45 -1.22  0.7755
C 5.91 -0.61 4.26  -0.1107
C -1.49 0.58 2.95  -0.0642
C 0.76 4.64 -1.65  -0.6567
H -0.22 2.18 -3.68  0.0688
H 3.43 -1.76 -1.27  0.0615
H 3.63 -5.74 1.60  0.0902
C -1.04 5.54 0.12  -0.0678
H -2.81 0.74 -4.56  0.0974
C -4.67 1.55 -3.94  -0.0879
H 6.63 1.11 5.25  0.0809
C -3.37 1.08 -3.70  -0.1082
H -2.08 -5.67 -2.28  0.0882
H 1.10 -1.79 -6.31  0.0903
H 3.76 -3.97 -2.26  0.0888
C 0.29 -2.46 2.36  -0.1299
H 0.34 -2.83 1.32  0.0861
H -0.07 -2.15 -4.08  0.1132
C 3.38 -2.60 -0.59  -0.1299
C 0.73 -1.00 -5.70  -0.1015
C -5.53 1.74 -2.86  -0.0914
H 0.23 -1.40 6.09  0.1045
C -2.89 -3.76 -2.79  -0.0988
H 3.10 -3.71 2.58  0.0827
H 0.13 -2.38 -0.81  0.0796
O -1.51 7.75 0.83  0.0945
C -1.66 -1.88 -1.87  -0.4267
C -0.76 -2.75 -1.30  -0.1490
O 1.35 5.72 -1.81  -0.0083
H 5.04 -2.18 3.12  0.0959
H -1.57 -2.80 5.23  0.0910
C 1.04 0.25 -6.15  -0.1003
H -4.70 1.54 3.34  0.0980
N -1.53 3.55 0.84  -0.0818
C 3.53 -4.90 0.93  -0.1122
H -1.38 -3.55 2.67  0.1005
C 0.19 -1.62 5.01  -0.1230
C -1.98 -4.61 -2.15  -0.0853
H -3.39 -1.76 -3.25  0.1087
C -1.93 2.42 1.62  -0.2085
C -2.76 -2.41 -2.61  -0.1014
C 3.92 1.05 3.30  -0.1565
H -3.53 0.84 -0.30  0.0829
H 0.00 1.55 1.67  0.0994
As -1.22 -0.02 -1.92  1.3199
C 3.75 -5.01 -0.43  -0.1141
H -0.07 6.86 -1.65  0.0730
H 3.16 1.74 2.89  0.0949
C -5.14 1.46 -1.54  -0.0798
H -4.03 3.07 1.55  0.0945
C 5.85 0.70 4.67  -0.1133
C -2.99 0.77 -2.40  -0.3736
O 0.89 3.61 -2.37  -0.2616
C -0.72 -2.86 3.18  -0.1123
C -0.28 4.58 -0.54  -0.1321
H -3.70 -4.17 -3.39  0.1019
H -5.09 1.59 -4.94  0.1016
H 4.93 2.59 4.44  0.1045
C -0.82 -2.45 4.52  -0.1155
H 4.11 -5.95 -0.89  0.1032
C 1.21 -1.18 4.16  -0.1249
H -0.13 -4.77 -0.99  0.1075
H 1.63 0.43 -7.02  0.0869
H 2.07 -0.58 4.54  0.1055
C 3.63 -3.85 -1.19  -0.1149
C 3.18 -2.52 0.81  -0.2906
C 4.95 -1.12 3.40  -0.1014
C -1.09 7.02 -0.02  -0.5140
H -0.82 -0.12 3.45  0.0630
C -0.35 -0.02 -3.76  -0.3606
C -1.84 4.84 1.01  -0.5467
H -6.49 2.12 -3.10  0.0818
C 4.87 1.53 4.14  -0.1169
C 3.98 -0.29 2.86  -0.3451
C -0.03 1.29 -4.25  -0.1415
Cl -3.04 5.37 2.12  0.7969
C -1.02 1.52 2.08  -0.0052
Si 2.60 -0.79 1.63  0.6489
H -5.76 1.56 -0.65  0.1038

***

Entry 2:
ORCA calculation (ωB97M-V with the def2-TZVPD basis set) on C47H37GeMnNO7P as an isolated structure.

Output
max |F| = 0.53 eV/A
LUMO (spin up / spin down) = -0.00251 / -0.00452 hartree
HOMO level (spin up / spin down) = -0.300 / -0.294 hartree
orbital gap (spin up / spin down) = 8.105 / 7.885 eV

Last column: Löwdin charge in e.
Atoms and positions in Å:
O 1.60 0.63 1.13  -0.0834
H 1.70 6.24 -4.15  0.1013
C -1.06 3.08 0.00  -0.4502
H 1.40 10.50 -3.90  0.1007
H 3.53 1.14 1.16  0.1268
O 0.87 -0.55 -1.23  -0.0627
C 4.72 0.10 -2.43  -0.1513
C 4.33 0.59 -1.22  0.0521
C -5.44 -0.17 1.35  -0.0646
C 0.38 2.20 3.58  -0.0859
H -3.40 -1.09 3.91  0.1063
C 1.59 8.38 -4.17  -0.0849
C 1.56 7.14 -3.55  -0.1129
C -0.18 -1.90 5.75  -0.0771
C -1.79 3.90 3.84  -0.0801
O 0.01 2.47 0.03  0.0403
H -2.95 2.31 2.99  0.1106
H 0.38 -2.30 1.95  0.1041
C 4.71 3.61 0.62  -0.1114
H 6.79 3.73 0.10  0.1073
C 0.55 3.46 4.12  -0.0751
H 0.96 8.13 -0.37  0.0898
C -0.88 1.77 3.17  -0.3149
C 0.20 5.23 0.26  -0.2252
C 4.25 5.19 -1.61  -0.0923
C 0.21 -2.20 3.01  -0.0809
H 1.54 3.78 4.44  0.1060
C 3.16 4.77 -0.85  -0.2578
C 5.55 4.81 -1.28  -0.0749
C -1.16 4.58 0.05  -0.1329
C 2.08 -0.38 -1.57  -0.3300
C 5.78 4.02 -0.16  -0.0876
C -0.53 4.32 4.25  -0.0840
C 2.70 0.75 0.57  -0.1546
H -6.48 -0.21 1.06  0.1053
C -0.28 2.28 -4.69  -0.0754
H 0.08 6.26 0.61  0.0650
H -0.65 1.61 -5.45  0.1035
C 1.38 9.53 -3.42  -0.0924
H 4.89 3.00 1.50  0.1008
H 1.14 -4.07 3.50  0.1059
H -0.32 -1.78 6.81  0.1047
H 1.53 1.17 -4.36  0.0950
Mn -0.20 0.42 0.16  0.5881
O -2.21 2.46 -0.02  0.1108
H -1.64 4.90 -0.88  0.1149
C 1.33 7.02 -2.18  -0.2708
C -3.18 0.43 0.87  -0.1690
H 5.02 1.17 -0.62  0.1167
C -0.53 4.27 -3.36  -0.1177
N 6.07 0.36 -2.90  -0.3618
C 3.41 3.97 0.27  -0.1103
H -5.78 -1.16 3.22  0.1039
H 1.90 -1.54 -3.36  0.1234
C 0.68 4.01 -2.71  -0.2757
H 0.73 4.69 1.05  0.0553
C -5.04 -0.71 2.57  -0.0732
C 1.13 8.19 -1.44  -0.1073
H 1.76 8.45 -5.23  0.1023
H 4.09 5.82 -2.48  0.0989
C 0.64 -3.18 3.89  -0.0750
C -0.61 -0.91 4.88  -0.0873
C 2.58 -0.95 -2.78  0.0044
H 2.58 3.63 0.89  0.0865
H -1.09 5.16 -3.13  0.1013
C 0.45 -3.04 5.25  -0.0802
C 1.42 2.89 -3.09  -0.0860
C -1.01 3.40 -4.33  -0.0787
C -4.51 0.41 0.49  0.0019
C 0.94 2.04 -4.08  -0.0683
O 6.39 -0.09 -3.99  0.0653
H -0.40 5.31 4.66  0.1038
H 0.99 10.33 -1.46  0.1006
C -3.71 -0.67 2.96  -0.0543
H -1.86 4.81 0.85  0.1243
C -2.79 -0.09 2.10  -0.2814
H 4.22 -1.10 -4.14  0.1207
H -1.96 3.61 -4.81  0.1022
H -1.08 -0.01 5.27  0.1100
C 1.15 9.43 -2.05  -0.0909
H -4.81 0.81 -0.46  0.1269
C 3.85 -0.70 -3.21  0.0110
O 6.81 1.03 -2.20  0.0586
H 2.37 2.68 -2.61  0.0954
C -0.42 -1.06 3.50  -0.3344
O -1.70 0.40 -1.05  -0.0316
C -1.97 2.63 3.31  -0.0719
C -2.06 0.98 0.04  -0.5390
C 3.02 0.36 -0.77  -0.1125
H -2.64 4.56 3.95  0.1064
P -1.01 0.17 2.31  1.1121
Ge 1.34 5.25 -1.35  1.0347
H 1.24 1.54 3.47  0.1044
H 6.38 5.14 -1.89  0.1056
H 0.79 -3.80 5.93  0.1042

***

Entry 3:
ORCA calculation (ωB97M-V with the def2-TZVPD basis set) on C47H38N4O7PSV as an isolated structure at a distorted geometry.

Output
multiplicity = 4
net charge = -1
max |F| = 2.34 eV/A
LUMO (spin up / spin down) = 0.08388 / 0.08376 hartree
HOMO level (spin up / spin down) = -0.125 / -0.186 hartree
orbital gap (spin up / spin down) = 5.695 / 7.349 eV

Last column: Löwdin charge in e.
Atoms and positions in Å:
O 2.25 5.73 -3.82  0.0223
C -3.99 -2.08 1.16  -0.0515
C -3.57 -2.90 0.12  -0.1434
N -2.25 3.07 5.06  0.1105
C 1.15 0.03 -1.91  -0.1855
C 3.65 5.91 -3.61  -0.1425
C 2.15 0.03 2.51  -0.3301
C -3.53 -2.60 -2.42  -0.1313
C 2.73 1.96 3.87  -0.0902
C -4.28 -4.82 1.41  -0.0832
C -1.54 5.18 3.97  -0.0116
C -4.68 -3.99 2.45  -0.1072
C 3.11 -0.24 4.72  -0.0855
C 2.23 1.41 2.69  -0.1014
C 5.25 0.13 -0.80  -0.0936
P 1.53 -0.59 0.88  1.0616
H -4.37 -5.90 1.50  0.0966
S -1.66 0.16 2.52  0.6997
C -1.80 1.58 3.38  -0.7769
H 2.79 3.04 3.98  0.0979
H 1.34 2.28 -0.11  0.0700
H -0.27 -4.70 2.89  0.0997
H -4.84 -1.96 3.13  0.0962
C 1.56 -2.41 1.18  -0.3554
H 2.57 -1.87 3.43  0.0968
C -5.56 -2.82 -3.71  -0.0889
O -0.97 1.65 -0.68  -0.2323
H -3.47 -0.45 -1.26  0.1260
C 2.14 -4.65 0.51  -0.0804
O -0.48 -2.09 -0.79  -0.1349
H -1.29 2.58 1.07  0.0552
H -1.71 -2.57 -3.56  0.1271
H -2.61 1.03 5.21  0.1389
H 4.54 -0.42 1.18  0.1034
C 2.95 -0.26 -0.23  -0.3072
C 0.47 -4.31 2.21  -0.0780
H -5.50 -2.62 -1.57  0.1177
C -1.77 3.71 4.06  -0.3477
H -1.93 5.55 3.02  0.0809
C -2.79 -2.65 -3.60  -0.0008
C 1.23 -5.17 1.43  -0.0953
H -2.84 -2.86 -5.73  0.1006
C 2.61 -0.79 3.54  -0.0765
H 3.88 6.96 -3.53  0.1276
N -2.27 1.77 4.62  0.0102
O -1.29 -4.11 -1.37  0.0599
C 4.91 0.38 -2.10  -0.0486
N -1.02 3.26 1.78  0.1491
C 2.88 4.53 -2.02  -0.2207
C 3.56 0.34 -2.52  -0.1786
H -0.47 5.39 3.98  0.0817
O -1.83 3.01 -2.24  0.0520
O -2.67 -0.89 -0.96  -0.0307
H 4.21 5.46 -4.43  0.1298
H 3.58 3.40 -0.34  0.1228
C -2.84 -2.31 -1.09  -0.3004
C 0.63 -2.93 2.08  -0.1157
H -3.86 -1.01 1.08  0.0719
C 4.26 -0.20 0.15  -0.0865
H 3.57 1.56 5.80  0.0958
H 0.01 -2.26 2.66  0.0741
H 1.56 0.74 -5.24  0.0930
V -0.34 -0.17 -0.53  0.5799
C -4.81 -2.90 -4.88  -0.1024
C -0.89 2.62 -1.57  -0.5714
H 2.98 -2.87 -0.35  0.1059
H -5.09 -4.41 3.36  0.0916
H 1.10 -6.24 1.51  0.0962
H -0.18 0.25 -3.57  0.0966
C -3.43 -2.81 -4.82  -0.0736
H -2.02 5.68 4.81  0.0782
H 1.91 2.06 1.89  0.0764
N -1.48 2.85 3.02  -0.0921
C 3.17 1.13 4.89  -0.1043
H 6.30 0.17 -0.49  0.0927
C 2.55 0.02 -1.57  -0.1947
C 1.49 3.04 -0.86  -0.0357
H 3.93 0.87 -4.60  0.0974
C -4.91 -2.68 -2.49  -0.0239
C -3.73 -4.28 0.25  -0.0219
H 5.68 0.63 -2.83  0.1048
C 0.85 0.25 -3.24  -0.1044
C 2.75 3.64 -0.99  0.0315
H -0.23 4.46 -3.41  0.1317
C 1.84 4.82 -2.88  -0.2010
C -4.54 -2.62 2.32  -0.0894
C -1.40 -2.92 -1.09  -0.5591
H 3.46 -0.90 5.51  0.0982
H 2.69 -5.32 -0.13  0.0995
C 0.44 3.32 -1.71  -0.1249
C 0.60 4.25 -2.75  0.0786
C 1.85 0.54 -4.21  -0.0927
C 3.17 0.61 -3.86  -0.0689
H -0.01 3.28 1.79  0.0800
H -3.38 -4.92 -0.55  0.1179
H -5.31 -3.01 -5.84  0.0945
C 2.30 -3.28 0.39  -0.0675
O 3.99 5.25 -2.38  0.0235
H -6.64 -2.86 -3.75  0.0959

***

We obtain energy values of -5228.75715; -5963.88017; -4243.23191 Eh for the records listed above, in that order.